1.
The following is a DFT calculation (wB97M-V/def2-TZVPD) of a structure of composition C15H9F3HgIN6O8Se in a non-equilibrium geometry.

Values from the calculation:
Net charge: -2
Frontier orbital gap (alpha / beta) in eV: 4.68 / 6.83
Multiplicity: 2
Highest occupied orbital energy (alpha / beta) in hartree: -0.033 / -0.112
Expectation value of S²: 0.78

Atoms and positions in Å:
Hg -0.577 0.302 -0.185
O 1.373 -2.413 2.569
C 0.685 -2.083 1.606
O 0.750 -0.919 1.067
C -0.245 -3.155 1.028
C -0.393 -4.277 1.802
C -1.166 -5.369 1.388
C -1.779 -5.369 0.151
C -1.616 -4.275 -0.658
C -0.908 -3.070 -0.267
O -0.902 -2.057 -0.998
N -2.207 -4.382 -1.992
O -1.669 -3.810 -2.917
O -3.223 -5.060 -2.116
N -1.298 -6.529 2.235
O -0.801 -6.496 3.353
O -2.022 -7.448 1.861
H 0.123 -4.302 2.750
H -2.355 -6.217 -0.187
F -0.395 0.858 -3.125
C -0.990 1.382 -2.005
F -0.553 2.672 -1.950
F -2.311 1.465 -2.323
Se -4.695 1.329 1.368
N -4.408 2.818 2.362
C -3.085 2.998 2.362
C -2.383 4.030 3.008
C -0.995 4.070 2.892
C -0.329 3.107 2.145
N -0.946 2.108 1.512
C -2.290 2.025 1.618
N -2.941 1.038 1.021
H -2.927 4.772 3.578
H -0.422 4.850 3.378
H 0.750 3.137 2.040
N 4.004 -0.234 -2.052
C 2.659 -0.162 -1.810
O 2.149 0.805 -1.289
C 1.827 -1.328 -2.307
I 2.565 -3.233 -1.680
H 4.560 0.467 -1.592
H 4.417 -1.139 -2.200
H 1.813 -1.347 -3.394
H 0.817 -1.278 -1.918

Calculated atomic charges, method natural (NBO), unit e:
1. Hg 1.38
2. O -0.70
3. C 0.78
4. O -0.86
5. C -0.28
6. C -0.11
7. C -0.10
8. C -0.13
9. C -0.13
10. C 0.53
11. O -0.75
12. N 0.54
13. O -0.37
14. O -0.45
15. N 0.53
16. O -0.43
17. O -0.45
18. H 0.27
19. H 0.25
20. F -0.39
21. C 0.56
22. F -0.38
23. F -0.37
24. Se 0.74
25. N -0.71
26. C 0.07
27. C -0.25
28. C -0.31
29. C 0.02
30. N -0.58
31. C 0.28
32. N -0.76
33. H 0.20
34. H 0.19
35. H 0.18
36. N -0.84
37. C 0.66
38. O -0.59
39. C -0.61
40. I 0.06
41. H 0.39
42. H 0.39
43. H 0.24
44. H 0.29

=====

2.
The following is a DFT calculation (wB97M-V/def2-TZVPD) of an isolated molecule of C23H36N2O3.

Values from the calculation:
Net charge: 0
Frontier orbital gap in eV: 8.98
Highest occupied orbital energy in hartree: -0.302
SMILES: COc1ccc(C(=O)N2CCCCCCC2)cc1OC1CCN(C(C)C)CC1

Atoms and positions in Å:
C -1.891 -5.329 -0.010
O -1.752 -3.975 -0.363
C -0.603 -3.319 -0.010
C 0.471 -3.930 0.623
C 1.621 -3.225 0.933
C 1.732 -1.884 0.599
C 2.950 -1.125 1.026
O 3.258 -1.072 2.206
N 3.682 -0.502 0.072
C 3.505 -0.691 -1.350
C 3.551 0.609 -2.156
C 2.483 1.639 -1.792
C 2.520 2.167 -0.353
C 3.911 2.592 0.140
C 4.548 1.590 1.105
C 4.867 0.212 0.516
C 0.650 -1.259 -0.005
C -0.516 -1.946 -0.317
O -1.463 -1.216 -0.972
C -2.843 -1.371 -0.652
C -3.109 -1.178 0.842
C -2.759 0.246 1.269
N -3.545 1.193 0.504
C -3.558 2.541 1.056
C -2.265 3.341 0.844
C -4.762 3.318 0.521
C -3.203 1.098 -0.903
C -3.583 -0.284 -1.431
H -1.836 -5.471 1.074
H -1.137 -5.953 -0.500
H -2.881 -5.621 -0.360
H 0.423 -4.976 0.879
H 2.438 -3.720 1.434
H 2.553 -1.194 -1.519
H 4.304 -1.350 -1.721
H 4.538 1.063 -2.064
H 3.421 0.339 -3.207
H 1.496 1.210 -1.982
H 2.604 2.486 -2.473
H 2.122 1.421 0.333
H 1.845 3.026 -0.312
H 4.575 2.771 -0.708
H 3.823 3.539 0.676
H 3.883 1.440 1.957
H 5.483 2.010 1.483
H 5.561 0.295 -0.321
H 5.338 -0.384 1.306
H 0.679 -0.208 -0.246
H -3.188 -2.363 -0.969
H -4.167 -1.363 1.028
H -2.522 -1.890 1.425
H -2.991 0.371 2.330
H -1.674 0.399 1.137
H -3.704 2.412 2.136
H -2.114 3.559 -0.211
H -2.324 4.283 1.384
H -1.405 2.788 1.215
H -4.921 4.210 1.121
H -4.609 3.627 -0.510
H -5.651 2.697 0.571
H -3.756 1.856 -1.456
H -2.125 1.249 -1.076
H -4.655 -0.439 -1.313
H -3.325 -0.356 -2.488

Calculated atomic charges, method natural (NBO), unit e:
1. C -0.25
2. O -0.51
3. C 0.23
4. C -0.29
5. C -0.17
6. C -0.14
7. C 0.67
8. O -0.63
9. N -0.44
10. C -0.21
11. C -0.41
12. C -0.40
13. C -0.41
14. C -0.41
15. C -0.40
16. C -0.22
17. C -0.26
18. C 0.33
19. O -0.54
20. C 0.09
21. C -0.43
22. C -0.22
23. N -0.46
24. C -0.03
25. C -0.64
26. C -0.61
27. C -0.23
28. C -0.40
29. H 0.18
30. H 0.18
31. H 0.20
32. H 0.22
33. H 0.22
34. H 0.22
35. H 0.19
36. H 0.20
37. H 0.22
38. H 0.20
39. H 0.20
40. H 0.20
41. H 0.21
42. H 0.19
43. H 0.21
44. H 0.22
45. H 0.21
46. H 0.19
47. H 0.23
48. H 0.23
49. H 0.20
50. H 0.22
51. H 0.21
52. H 0.20
53. H 0.17
54. H 0.19
55. H 0.20
56. H 0.21
57. H 0.21
58. H 0.21
59. H 0.20
60. H 0.22
61. H 0.20
62. H 0.17
63. H 0.21
64. H 0.21

=====

3.
The following is a DFT calculation (wB97M-V/def2-TZVPD) of a cluster of 2 separate species, C4H13NS in total.

Values from the calculation:
Net charge: -1
Frontier orbital gap (alpha / beta) in eV: 3.74 / 6.71
Multiplicity: 2
Highest occupied orbital energy (alpha / beta) in hartree: -0.003 / -0.113
Expectation value of S²: 0.76

Atoms and positions in Å:
C 2.678 -0.249 1.028
C 2.050 0.523 -0.113
S 1.684 -0.616 -1.723
H 3.542 -0.797 0.666
H 2.967 0.429 1.836
H 1.980 -0.956 1.477
H 1.079 0.962 0.103
H 2.726 1.292 -0.488
C -1.661 -0.711 0.756
N -1.361 0.195 -0.346
C -2.473 1.070 -0.693
H -0.732 -0.925 1.287
H -2.074 -1.660 0.420
H -2.382 -0.244 1.421
H 1.229 -1.952 -2.114
H -1.035 -0.325 -1.151
H -2.164 1.688 -1.534
H -3.396 0.545 -0.981
H -2.656 1.729 0.149

Calculated atomic charges, method natural (NBO), unit e:
1. C -0.63
2. C -0.54
3. S -0.70
4. H 0.20
5. H 0.18
6. H 0.19
7. H 0.20
8. H 0.17
9. C -0.41
10. N -0.63
11. C -0.41
12. H 0.20
13. H 0.16
14. H 0.17
15. H -0.05
16. H 0.39
17. H 0.20
18. H 0.14
19. H 0.17

=====

4.
The following is a DFT calculation (wB97M-V/def2-TZVPD) of a cluster of 4 separate species, C5H17NO5 in total in a non-equilibrium geometry.

Values from the calculation:
Net charge: 0
Frontier orbital gap in eV: 10.24
Highest occupied orbital energy in hartree: -0.361
SMILES: CCC[C@@H](N)C(=O)O.O.O.O

Atoms and positions in Å:
C 2.177 -0.450 2.074
C 0.687 -0.747 1.619
C 0.335 0.358 0.536
C 1.061 -0.121 -0.774
N 0.424 -1.304 -1.354
C 0.821 1.012 -1.772
O -0.016 1.848 -1.592
O 1.680 0.929 -2.828
H 2.109 0.553 2.554
H 2.931 -0.267 1.326
H 2.429 -1.303 2.717
H 0.008 -0.824 2.456
H 0.703 -1.688 1.083
H 0.794 1.311 0.792
H -0.726 0.450 0.384
H 2.130 -0.355 -0.500
H 0.990 -1.720 -2.076
H 0.178 -1.951 -0.627
H 1.169 0.938 -3.649
O -0.059 5.006 -1.076
H -0.670 4.496 -1.619
H 0.478 4.284 -0.730
O -4.315 0.325 -0.503
H -3.536 0.317 -1.058
H -4.952 -0.369 -0.693
O -2.328 -3.902 1.598
H -2.971 -3.195 1.652
H -1.528 -3.633 2.063

Calculated atomic charges, method natural (NBO), unit e:
1. C -0.62
2. C -0.39
3. C -0.39
4. C -0.16
5. N -0.84
6. C 0.81
7. O -0.58
8. O -0.71
9. H 0.21
10. H 0.21
11. H 0.21
12. H 0.21
13. H 0.17
14. H 0.21
15. H 0.23
16. H 0.20
17. H 0.37
18. H 0.37
19. H 0.50
20. O -0.94
21. H 0.47
22. H 0.47
23. O -0.96
24. H 0.48
25. H 0.48
26. O -0.94
27. H 0.47
28. H 0.47

=====

5.
The following is a DFT calculation (wB97M-V/def2-TZVPD) of a cluster of 5 separate species, C4H7BCl12FO5PS in total.

Values from the calculation:
Net charge: 0
Frontier orbital gap in eV: 8.88
Highest occupied orbital energy in hartree: -0.400
SMILES: O=P(O)(O)BS(=O)(=O)F.ClC(Cl)Cl.ClC(Cl)Cl.ClC(Cl)Cl.ClC(Cl)Cl

Atoms and positions in Å:
O -3.023 -1.083 -2.008
P -1.940 -0.670 -2.904
O -1.785 -1.391 -4.318
O -2.038 0.850 -3.341
B -0.420 -1.055 -1.826
S 0.655 0.187 -0.988
O 0.907 -0.046 0.392
O 1.691 0.344 -1.961
F -0.172 1.522 -1.034
H -1.046 -2.002 -4.418
H -1.529 1.090 -4.124
H -0.070 -2.168 -1.636
Cl 1.852 -2.646 3.252
C 0.816 -1.226 3.393
Cl -0.887 -1.700 3.477
Cl 1.277 -0.226 4.762
H 0.937 -0.637 2.496
Cl 1.219 -0.980 -9.081
C -0.102 -0.648 -7.971
Cl -1.101 -2.076 -7.715
Cl 0.517 -0.036 -6.428
H -0.724 0.125 -8.403
Cl 2.177 3.403 4.640
C 3.154 3.099 3.205
Cl 2.317 2.028 2.082
Cl 3.605 4.610 2.416
H 4.063 2.603 3.520
Cl -1.240 1.253 7.097
C -2.036 -0.293 6.811
Cl -1.629 -1.457 8.071
Cl -3.782 -0.092 6.673
H -1.667 -0.681 5.870

Calculated atomic charges, method natural (NBO), unit e:
1. O -1.02
2. P 2.14
3. O -0.99
4. O -0.97
5. B -0.14
6. S 2.20
7. O -0.91
8. O -0.88
9. F -0.47
10. H 0.52
11. H 0.52
12. H 0.00
13. Cl 0.02
14. C -0.29
15. Cl 0.00
16. Cl 0.02
17. H 0.25
18. Cl 0.04
19. C -0.29
20. Cl 0.02
21. Cl 0.00
22. H 0.23
23. Cl 0.02
24. C -0.29
25. Cl 0.02
26. Cl 0.02
27. H 0.23
28. Cl 0.02
29. C -0.29
30. Cl 0.02
31. Cl 0.02
32. H 0.23

=====

6.
The following is a DFT calculation (wB97M-V/def2-TZVPD) of a structure of composition C20H55CdN5O5 in a non-equilibrium geometry.

Values from the calculation:
Net charge: +2
Frontier orbital gap in eV: 10.40
Highest occupied orbital energy in hartree: -0.542

Atoms and positions in Å:
Cd -0.448 -0.390 0.118
C 2.773 2.745 -0.331
C 1.832 1.903 0.544
C 1.192 2.774 1.672
O 0.316 2.084 2.523
C -0.106 2.935 3.581
N 0.711 1.426 -0.337
H 3.612 3.080 0.292
H 2.352 3.688 -0.687
H 3.283 2.257 -1.155
H 2.465 1.145 1.009
H 0.742 3.674 1.229
H 2.030 3.250 2.199
H -0.830 2.352 4.148
H -0.442 3.937 3.300
H 0.711 3.163 4.276
H 1.117 1.152 -1.229
H 0.215 2.265 -0.633
C 1.614 -1.018 3.950
C 1.285 -1.477 2.528
C 1.059 -3.013 2.641
O 0.720 -3.549 1.375
C 0.275 -4.909 1.455
N -0.002 -0.847 2.128
H 2.549 -1.441 4.317
H 0.797 -1.103 4.670
H 1.782 0.065 3.946
H 2.149 -1.166 1.940
H 0.230 -3.204 3.337
H 1.915 -3.519 3.095
H 0.301 -5.250 0.423
H -0.704 -5.002 1.934
H 0.958 -5.487 2.082
H -0.036 0.077 2.566
H -0.643 -1.394 2.700
C 3.424 -2.902 -0.996
C 2.668 -1.565 -1.242
C 2.796 -1.052 -2.684
O 2.241 0.207 -2.908
C 2.687 0.885 -4.058
N 1.259 -1.775 -0.773
H 3.113 -3.308 -0.032
H 4.481 -2.900 -1.242
H 2.940 -3.674 -1.611
H 3.197 -0.855 -0.599
H 2.296 -1.733 -3.388
H 3.842 -1.050 -3.007
H 2.190 1.838 -4.218
H 2.534 0.314 -4.984
H 3.779 0.965 -4.014
H 1.238 -2.483 -0.039
H 0.902 -2.320 -1.561
C -4.326 1.926 0.653
C -2.960 2.044 -0.026
C -2.537 3.519 -0.048
O -1.421 3.589 -0.930
C -1.259 4.865 -1.553
N -1.999 1.183 0.802
H -4.781 0.973 0.377
H -5.020 2.641 0.204
H -4.261 2.093 1.727
H -2.991 1.524 -0.983
H -2.285 3.896 0.950
H -3.362 4.143 -0.403
H -1.367 5.704 -0.863
H -2.020 4.956 -2.331
H -0.250 4.896 -1.963
H -1.377 1.906 1.153
H -2.491 0.976 1.671
C -3.171 -3.664 -1.111
C -2.075 -2.588 -0.951
C -2.268 -1.513 -2.025
O -1.209 -0.509 -1.836
C -1.148 0.311 -2.990
N -2.112 -1.933 0.337
H -4.138 -3.203 -1.291
H -3.091 -4.440 -0.348
H -2.874 -4.281 -1.967
H -1.113 -3.070 -1.130
H -3.222 -0.984 -2.065
H -2.078 -1.976 -2.996
H -0.876 1.342 -2.746
H -2.059 0.380 -3.583
H -0.305 0.048 -3.633
H -1.833 -2.675 0.987
H -3.082 -1.875 0.660

Calculated atomic charges, method Mulliken, unit e:
1. Cd 5.85
2. C -1.62
3. C 0.91
4. C -1.41
5. O -0.03
6. C -1.07
7. N -0.12
8. H 0.51
9. H 0.34
10. H 0.30
11. H 0.10
12. H 0.33
13. H 0.62
14. H 0.34
15. H 0.33
16. H 0.29
17. H 0.10
18. H -0.55
19. C -1.73
20. C 0.77
21. C -1.39
22. O -0.23
23. C -0.99
24. N -0.51
25. H 0.46
26. H 0.40
27. H 0.38
28. H -0.22
29. H 0.48
30. H 0.59
31. H 0.32
32. H 0.30
33. H 0.35
34. H -0.01
35. H 0.50
36. C -1.63
37. C 0.42
38. C -1.14
39. O 0.00
40. C -0.97
41. N -0.49
42. H 0.39
43. H 0.41
44. H 0.41
45. H 0.06
46. H 0.41
47. H 0.53
48. H 0.30
49. H 0.32
50. H 0.31
51. H -0.35
52. H 0.29
53. C -1.68
54. C 0.73
55. C -0.88
56. O -0.25
57. C -0.97
58. N -0.56
59. H 0.36
60. H 0.44
61. H 0.46
62. H -0.22
63. H 0.30
64. H 0.57
65. H 0.35
66. H 0.31
67. H 0.30
68. H -0.42
69. H 0.31
70. C -1.58
71. C 0.50
72. C -1.29
73. O -0.07
74. C -1.15
75. N -0.92
76. H 0.42
77. H 0.43
78. H 0.42
79. H -0.27
80. H 0.45
81. H 0.53
82. H 0.12
83. H 0.51
84. H 0.25
85. H 0.19
86. H 0.31